[1]
{
  "formula": "C6H6O2",
  "method": "the ωB97M-V functional and the def2-TZVPD basis",
  "species": ["C", "C", "C", "C", "C", "C", "H", "H", "H", "H", "H", "H", "O", "O"],
  "positions_angstrom": [[-2.21, 0.61, 0.39], [-1.44, -0.55, -0.16], [0.02, -0.35, -0.16], [0.82, 0.73, -0.49], [2.20, 0.31, -0.26], [2.10, -0.96, 0.18], [-1.73, 0.92, 1.48], [-1.97, 1.39, -0.50], [-3.24, 0.19, 0.52], [0.51, 1.55, -0.87], [3.18, 0.79, -0.31], [2.80, -1.71, 0.55], [-1.89, -1.55, -0.60], [0.85, -1.36, 0.22]],
  "total_energy_ev": -10412.0974,
  "homo_lumo_gap_ev": 9.94,
  "smiles": "CC(=O)c1ccco1"
}

***

[2]
{
  "formula": "C6H6O2",
  "method": "the ωB97M-V functional and the def2-TZVPD basis",
  "species": ["C", "C", "C", "C", "C", "C", "H", "H", "H", "H", "H", "H", "O", "O"],
  "positions_angstrom": [[0.97, -2.06, 0.31], [0.43, -1.02, -0.39], [-1.09, 0.54, -1.48], [-0.61, 1.21, -0.26], [0.34, 0.45, 0.23], [0.80, 0.94, 1.53], [0.61, -3.22, 0.10], [1.07, -2.00, 1.41], [-1.03, 0.89, -2.59], [-2.19, 0.44, -1.10], [-1.11, 2.19, -0.25], [0.36, 1.86, 1.66], [-0.24, -0.74, -1.43], [1.71, 0.53, 2.25]],
  "total_energy_ev": -10409.1188,
  "homo_lumo_gap_ev": 8.87,
  "smiles": "C=C1OCC=C1C=O"
}